[1]
14
Properties=species:S:1:pos:R:3:lowdin_charge:R:1 method="wB97M-V/def2-TZVPD" e_above_lowest_ev=2.0809 fmax_ha_per_bohr=0.0927 total_energy_ev=-35759.3404 homo_ev=-4.0 gap_ev=7.28 charge=-1
C 0.05817 1.65424 -2.71928 -0.473
C -1.18931 0.61974 1.88959 -0.065
C -0.76851 -0.45226 1.20060 -0.446
C 0.24096 -1.55148 1.31851 -0.282
O 0.68602 2.41798 -2.09740 0.150
O -0.61116 1.11087 -3.44176 0.223
O -0.30633 -0.80788 -1.18732 -0.389
O 1.54163 -2.27169 -0.90132 -0.401
S 0.76646 -1.22674 -0.34812 0.315
Cl 2.28107 0.36578 -0.06905 0.146
H -0.41429 1.19227 2.49423 0.057
H -2.17079 0.99867 1.74410 0.009
H -1.47039 -0.79733 0.34616 0.094
H 1.35647 -1.25216 1.77105 0.063

=====

[2]
15
Properties=species:S:1:pos:R:3:lowdin_charge:R:1 method="wB97M-V/def2-TZVPD" s2=8.77 fmax_ha_per_bohr=0.0720 total_energy_ev=-52245.4703 spin_multiplicity=6 homo_ev="-21.4 / -24.4" gap_ev="8.49 / 7.12" charge=+3
O 2.06322 0.47492 -3.66054 0.073
C 1.04516 0.67042 -4.31898 -0.254
O -0.12261 0.67461 -3.85204 -0.152
Li -1.86397 0.80502 -4.50586 0.904
Co 0.83382 0.18856 -2.04320 1.195
C 0.20177 0.25771 -0.20872 0.069
C -0.09573 -0.84529 0.45853 0.028
H 0.05629 1.23142 0.27793 0.137
H 0.18985 -1.87977 0.26411 0.181
O -1.34728 -0.58769 3.73320 0.361
C -0.57851 -0.39620 2.73019 -0.453
O 0.53377 0.21333 2.89787 0.303
O -0.97790 -0.86426 1.61873 0.215
H -1.00993 -0.18823 4.55201 0.215
H 1.07205 0.24544 2.05677 0.178

=====

[3]
15
Properties=species:S:1:pos:R:3:lowdin_charge:R:1 method="wB97M-V/def2-TZVPD" e_above_lowest_ev=2.0104 s2=2.01 fmax_ha_per_bohr=0.1044 total_energy_ev=-59288.2985 spin_multiplicity=3 homo_ev="-5.3 / -8.8" gap_ev="4.66 / 6.87"
O 0.91938 -0.55340 -0.45649 -0.030
C 1.83715 -0.30301 0.40694 -0.648
C -0.64383 -0.47006 0.46444 -0.066
O 2.56949 0.68499 0.26327 -0.035
O 1.45468 -0.88824 1.55916 0.034
C 0.11832 -1.37595 1.47833 -0.154
H -0.84191 0.55810 0.77934 0.087
H -1.62781 -0.64688 0.91570 0.097
H 0.06311 -2.41841 1.16316 0.130
H -0.33508 -1.27927 2.46455 0.127
O -2.29262 0.48437 -1.78579 0.082
C -1.24144 0.75261 -1.34185 -0.454
O -0.46599 1.83034 -1.60806 -0.215
Li 1.80963 2.11730 -0.79977 0.780
Cu -1.32306 1.50753 -3.50294 0.264

=====

[4]
10
Properties=species:S:1:pos:R:3:lowdin_charge:R:1 method="wB97M-V/def2-TZVPD" s2=15.76 fmax_ha_per_bohr=0.0548 total_energy_ev=-25582.8655 spin_multiplicity=8 homo_ev="-6.3 / -6.3" gap_ev="4.72 / 4.84"
O 1.60422 0.38408 -1.09309 -0.443
C 0.44139 0.90438 -0.88277 -0.378
C -0.73696 0.19929 -0.79376 -0.198
C -1.59026 0.31089 0.33404 -0.198
C -1.89167 0.07831 1.50696 0.053
H 0.42765 1.93472 -0.48498 0.107
H -0.75732 -0.76166 -1.31951 0.085
H 1.76368 -1.78241 0.91101 -0.243
Eu 3.36820 -1.25117 -0.46584 1.215
H -2.62893 -0.01643 2.28793 0.001

=====

[5]
37
Properties=species:S:1:pos:R:3:lowdin_charge:R:1 method="wB97M-V/def2-TZVPD" e_above_lowest_ev=2.9230 fmax_ha_per_bohr=0.1239 total_energy_ev=-103824.7323 homo_ev=-7.9 gap_ev=10.15 charge=-1
Li -0.30817 0.61726 0.60437 0.629
C 2.98269 0.73420 1.57914 -0.597
F 2.51677 1.73330 0.81332 0.126
F 3.49575 -0.27950 0.78926 0.098
F 4.01854 1.20890 2.27696 0.139
S 1.67305 0.04950 2.75858 0.740
O 2.41517 -0.59215 3.89329 -0.283
O 0.95555 1.25734 3.12805 -0.314
N 0.60352 -0.87872 1.68907 -0.365
S 0.06098 -1.90905 2.78433 0.575
O 1.03399 -2.96451 3.06359 -0.299
O -0.69012 -1.46138 3.93000 -0.278
C -1.21502 -2.85345 1.73829 -0.676
F -2.29183 -2.12381 1.49225 0.142
F -0.65177 -3.26049 0.61001 0.145
F -1.59318 -3.93740 2.41476 0.141
C 1.40613 1.86594 -2.85436 -0.650
F 1.25155 0.90094 -3.74936 0.162
F 2.36418 1.63185 -1.97306 0.157
F 1.70594 2.97593 -3.53038 0.143
S -0.22373 2.19615 -1.90435 0.750
O 0.22288 2.84197 -0.66946 -0.328
O -1.14279 2.98390 -2.73953 -0.284
N -0.77298 0.58779 -1.40824 -0.371
S -1.96687 0.41046 -2.34770 0.559
O -3.23761 0.95009 -1.81662 -0.298
O -1.62421 0.64191 -3.72418 -0.306
C -2.23226 -1.48162 -2.40740 -0.697
F -2.73072 -1.87491 -1.26133 0.142
F -3.10339 -1.79494 -3.31443 0.172
F -1.11816 -2.17305 -2.70318 0.135
O 1.09513 -1.22850 -0.82158 -0.081
H 0.52900 -0.55907 -1.20575 -0.065
H 0.76789 -1.33587 0.07151 -0.071
O -1.38890 2.00034 1.48371 -0.090
H -1.70839 2.75591 0.99048 0.053
H -1.09876 2.36486 2.31989 0.048

=====

[6]
10
Properties=species:S:1:pos:R:3:lowdin_charge:R:1 method="wB97M-V/def2-TZVPD" e_above_lowest_ev=5.5787 fmax_ha_per_bohr=0.0734 total_energy_ev=-9640.8734 homo_ev="-9.9 / -10.0" gap_ev="9.06 / 9.09"
C -1.92088 -0.71171 -0.49539 -0.022
C 1.89766 -0.15290 0.55382 -0.045
C -1.45046 0.32905 0.18314 -0.120
C 1.62521 1.04870 0.20779 -0.136
F -2.21193 1.31138 0.65998 0.022
F 2.22699 1.80825 -0.69767 0.040
H -2.93232 -0.68904 -0.95875 0.074
H -1.20424 -1.40719 -0.92576 0.043
H 2.61622 -0.91030 0.09800 0.093
H 1.35375 -0.62623 1.37485 0.051

=====

[7]
10
Properties=species:S:1:pos:R:3:lowdin_charge:R:1 method="wB97M-V/def2-TZVPD" e_above_lowest_ev=1.6310 fmax_ha_per_bohr=0.0847 total_energy_ev=-9644.8212 smiles=FC1(F)[C@@H]2C[C@@H]21 homo_ev=-9.5 gap_ev=10.64
F 2.16998 -0.92245 -0.01730 0.115
C 1.18653 -0.02021 -0.05853 -0.407
F 1.70059 1.20989 0.02971 0.114
C -0.10039 -0.34776 -0.69625 -0.138
C -1.03413 0.59980 0.00610 -0.102
C -0.29174 -0.40141 0.80649 -0.020
H -0.29713 -1.00920 -1.51739 0.130
H -2.08882 0.41643 -0.14866 0.106
H -0.77730 1.64806 0.08328 0.098
H -0.46759 -1.17317 1.51256 0.104

=====

[8]
10
Properties=species:S:1:pos:R:3:lowdin_charge:R:1 method="wB97M-V/def2-TZVPD" e_above_lowest_ev=0.2857 fmax_ha_per_bohr=0.0442 total_energy_ev=-9646.1665 homo_ev=-8.8 gap_ev=9.86
F -2.37312 0.54871 -0.07192 -0.003
C -1.76676 -0.64418 -0.00968 -0.141
C -0.42422 -0.60653 0.07777 -0.086
C 0.41351 0.60947 0.12018 -0.087
C 1.74231 0.60006 0.00012 -0.188
F 2.40101 -0.52814 -0.06901 0.037
H -2.48353 -1.49422 -0.00961 0.125
H 0.12842 -1.52166 0.13677 0.095
H -0.11258 1.57972 0.12478 0.113
H 2.42765 1.49811 -0.11382 0.136

=====

[9]
10
Properties=species:S:1:pos:R:3:lowdin_charge:R:1 method="wB97M-V/def2-TZVPD" e_above_lowest_ev=1.2716 fmax_ha_per_bohr=0.1112 total_energy_ev=-9645.1805 smiles=C#CCC(F)F homo_ev=-10.3 gap_ev=11.36
C 0.12810 -1.49137 -1.72602 0.142
C -0.36246 -0.59636 -1.00299 -0.092
C -0.50226 0.46094 -0.02654 -0.193
C 0.34307 0.33157 1.13286 -0.365
F 1.57068 0.71498 0.64322 0.045
F -0.02455 1.35529 2.03876 0.005
H 0.30613 -2.03263 -2.59420 0.005
H -1.54576 0.55218 0.20972 0.128
H -0.19014 1.41576 -0.36074 0.127
H 0.27720 -0.71035 1.68593 0.199

=====

[10]
12
Properties=species:S:1:pos:R:3:lowdin_charge:R:1 method="wB97M-V/def2-TZVPD" e_above_lowest_ev=2.0762 fmax_ha_per_bohr=0.0611 total_energy_ev=-20463.1373 smiles="FC=C(F)F.C=CI" homo_ev=-9.3 gap_ev=9.82
F 0.00094 -0.33984 1.06599 -0.049
C -1.36680 0.01101 1.04766 -0.034
C -2.21804 -1.00363 1.10745 -0.275
F -3.56978 -0.68702 1.11974 0.059
F -2.00485 -2.27412 1.50648 0.125
H -1.50208 1.04564 0.75492 0.070
C 2.13362 -0.14860 -1.27906 -0.138
C 1.70287 1.02519 -0.87865 -0.788
I 0.11837 2.12105 -1.59533 0.840
H 2.95317 -0.58261 -0.73198 0.052
H 1.61682 -0.72632 -2.13455 0.091
H 2.13575 1.55924 0.01734 0.047

=====

[11]
12
Properties=species:S:1:pos:R:3:lowdin_charge:R:1 method="wB97M-V/def2-TZVPD" e_above_lowest_ev=2.0029 fmax_ha_per_bohr=0.0669 total_energy_ev=-13852.1003 homo_ev=-9.7 gap_ev=9.70
C -2.14443 -0.64295 -0.54636 0.033
C -1.00541 0.06510 -0.73201 -0.185
C -0.14433 0.60970 0.30168 -0.183
C 1.86227 -0.11309 0.06785 -0.459
N -0.40453 1.33462 1.32062 0.148
F 2.58737 0.54932 0.96942 0.101
F 2.07481 -1.41359 0.40204 0.094
F 2.27159 0.18421 -1.17429 0.106
H -2.70108 -1.18187 -1.38230 0.085
H -2.57092 -0.74199 0.48131 0.079
H -0.22118 -0.06781 -1.62300 0.138
H 0.39585 1.41835 1.91505 0.044

=====

[12]
14
Properties=species:S:1:pos:R:3:lowdin_charge:R:1 method="wB97M-V/def2-TZVPD" e_above_lowest_ev=8.5868 fmax_ha_per_bohr=0.0524 total_energy_ev=-18052.9656 smiles=C#CC(C)(N(F)F)N(F)F homo_ev=-10.9 gap_ev=11.70
C -1.08203 -2.36420 0.26345 0.167
C -0.53062 -1.30651 0.17795 -0.058
C -0.00966 0.11075 0.16215 -0.452
C 1.13085 0.02806 -0.94170 0.008
N -1.12874 1.03764 -0.09504 -0.006
F -1.65982 0.66494 -1.32323 0.004
F -0.67412 2.34550 -0.34009 0.007
N 0.56081 0.44327 1.45767 -0.013
F 1.05953 1.75407 1.51595 0.007
F -0.48144 0.47295 2.37211 0.018
H -1.39094 -3.37084 0.30768 0.038
H 1.86026 0.77275 -0.66155 0.063
H 1.55698 -0.99987 -0.91727 0.097
H 0.78893 0.41146 -1.97807 0.121